# 1
DFT (ωB97M-V/def2-TZVPD) results for a 3-piece molecular cluster, CH4N2O2S overall.

**HOMO energy**: -10.581 eV
**Multiplicity**: 1
**Kohn-Sham gap**: 10.1 eV

The geometry in XYZ format:
```
10
CH4N2O2S, DFT ωB97M-V/def2-TZVPD
C 3.408 0.242 -1.781
N 2.628 0.741 -2.473
N -1.877 -0.970 2.048
O -1.515 -0.328 -1.910
O -2.254 -2.469 -1.023
S -1.465 -1.302 -0.831
H -1.651 -1.813 2.515
H 2.305 1.459 -3.046
H -1.174 -0.311 2.224
H -2.640 -0.566 2.476
```


# 2
DFT (ωB97M-V/def2-TZVPD) results for an isolated ion of composition CH4N2O3P and charge -1.

**Charge**: -1
**HOMO energy**: -4.580 eV
**SMILES string**: NC(=O)[P@](N)(=O)[O-]
**Multiplicity**: 1
**Kohn-Sham gap**: 8.8 eV

The geometry in XYZ format:
```
11
CH4N2O3P, DFT ωB97M-V/def2-TZVPD
N -0.878 0.653 1.489
C -0.003 0.968 0.543
O 0.913 1.755 0.676
P -0.419 -0.467 -0.653
N 0.952 -0.759 -1.629
O -1.549 0.059 -1.484
O -0.691 -1.719 0.128
H -1.017 1.116 2.330
H -1.583 -0.060 1.135
H 1.799 -0.471 -1.176
H 0.815 -1.765 -1.732
```


# 3
DFT (ωB97M-V/def2-TZVPD) results for a 3-piece molecular cluster, CH4N2OS overall.

**HOMO energy**: -8.843 eV
**Multiplicity**: 1
**Kohn-Sham gap**: 6.2 eV

The geometry in XYZ format:
```
9
CH4N2OS, DFT ωB97M-V/def2-TZVPD
C 0.249 0.288 -0.292
H 2.373 -0.049 -0.097
H 1.600 -1.358 0.090
H -0.891 -1.985 0.796
H -1.829 1.502 0.412
N 1.440 -0.500 -0.343
N -0.923 -0.254 -0.060
O -2.229 0.317 -0.386
S 0.210 2.039 -0.121
```


# 4
DFT (ωB97M-V/def2-TZVPD) results for a 2-piece molecular cluster, CH4N2OS overall.

**HOMO energy (spin up / spin down)**: -9.349 / -9.352 eV
**Multiplicity**: 1
**Kohn-Sham gap (spin up / spin down)**: 7.4 / 7.4 eV

The geometry in XYZ format:
```
9
CH4N2OS, DFT ωB97M-V/def2-TZVPD
C 1.576 1.431 -0.584
N 2.547 1.110 0.119
N -2.703 -1.574 0.950
O -1.996 -1.577 -0.095
S -0.852 -0.491 -0.386
H 1.710 2.206 -1.194
H 0.621 0.980 -0.455
H -3.512 -2.301 0.873
H 2.609 0.217 0.771
```


# 5
DFT (ωB97M-V/def2-TZVPD) results for CH4N2OSn as an isolated structure.

**Charge**: +2
**HOMO energy**: -15.906 eV
**Multiplicity**: 1
**Kohn-Sham gap**: 2.5 eV

The geometry in XYZ format:
```
9
CH4N2OSn, DFT ωB97M-V/def2-TZVPD
Sn -2.164 0.701 4.981
C 0.627 -0.500 -0.576
O 1.408 -1.448 -0.451
N -0.490 -0.321 0.150
N 0.768 0.516 -1.403
H -0.701 -1.097 0.761
H -1.215 0.354 -0.049
H 0.069 1.211 -1.622
H 1.699 0.583 -1.791
```


# 6
DFT (ωB97M-V/def2-TZVPD) results for CH4N2PS as an isolated structure.

**Charge**: +1
**HOMO energy**: -13.956 eV
**Multiplicity**: 1
**Kohn-Sham gap**: 7.5 eV

The geometry in XYZ format:
```
9
CH4N2PS, DFT ωB97M-V/def2-TZVPD
C -0.417 0.594 0.842
N -0.693 -0.751 0.967
N 0.661 -0.313 -1.427
P 0.702 0.257 -2.757
S 1.071 1.208 0.698
H -1.134 1.351 0.448
H -1.137 -1.226 0.194
H -0.077 -1.223 1.511
H 1.025 0.104 -0.477
```


# 7
DFT (ωB97M-V/def2-TZVPD) results for one molecule with the formula CH4N2S.

**HOMO energy**: -9.046 eV
**SMILES string**: [H]/N=C\NS
**Multiplicity**: 1
**Kohn-Sham gap**: 9.6 eV

The geometry in XYZ format:
```
8
CH4N2S, DFT ωB97M-V/def2-TZVPD
H -1.627 -1.639 0.015
N -1.958 -0.627 -0.010
C -1.303 0.423 0.125
N 0.077 0.676 -0.110
S 1.366 -0.269 -0.065
H -1.674 1.452 0.022
H 0.204 1.783 0.025
H 2.224 -0.164 1.067
```


# 8
DFT (ωB97M-V/def2-TZVPD) results for CH4N2S2 as an isolated structure.

**HOMO energy**: -8.313 eV
**Multiplicity**: 1
**Kohn-Sham gap**: 8.6 eV

The geometry in XYZ format:
```
9
CH4N2S2, DFT ωB97M-V/def2-TZVPD
C 0.073 1.076 0.034
H -1.924 -0.571 1.385
H -1.928 1.777 -0.093
H 0.478 2.188 0.343
H 2.573 -1.769 -0.612
N -1.357 0.888 -0.207
N 0.601 -0.148 0.057
S -2.050 -0.650 -0.029
S 2.403 -0.179 0.019
```


# 9
DFT (ωB97M-V/def2-TZVPD) results for a 2-piece molecular cluster, CH4N2S2 overall.

**HOMO energy (spin up / spin down)**: -8.316 / -8.303 eV
**Multiplicity**: 1
**Kohn-Sham gap (spin up / spin down)**: 7.3 / 7.2 eV

The geometry in XYZ format:
```
9
CH4N2S2, DFT ωB97M-V/def2-TZVPD
C 0.820 1.142 -0.732
N -0.043 0.796 0.198
N -0.521 -1.149 -0.128
S 1.178 2.690 -1.097
S -0.717 -1.767 1.365
H 1.249 0.217 -1.174
H -0.944 1.151 0.436
H -1.515 -1.062 -0.484
H 0.493 -2.018 1.615
```


# 10
DFT (ωB97M-V/def2-TZVPD) results for a 2-piece molecular cluster, CH4N2Si overall.

**HOMO energy**: -11.602 eV
**Multiplicity**: 1
**Kohn-Sham gap**: 8.8 eV

The geometry in XYZ format:
```
8
CH4N2Si, DFT ωB97M-V/def2-TZVPD
C -1.983 -0.045 -0.009
N -3.017 0.412 -0.066
N -0.003 -1.070 0.133
Si 1.059 0.297 0.154
H -0.148 -1.577 -0.732
H 1.422 0.442 1.558
H 0.443 1.524 -0.353
H 2.228 0.017 -0.685
```


# 11
DFT (ωB97M-V/def2-TZVPD) results for a 2-piece molecular cluster, CH4N3O overall.

**Charge**: +1
**HOMO energy (spin up / spin down)**: -14.653 / -13.314 eV
**Multiplicity**: 1
**Kohn-Sham gap (spin up / spin down)**: 9.2 / 6.6 eV

The geometry in XYZ format:
```
9
CH4N3O, DFT ωB97M-V/def2-TZVPD
C -0.021 -0.086 0.074
N 0.573 1.365 -2.132
N -1.018 -0.895 0.331
N 0.972 0.031 0.914
O -0.175 2.045 -2.592
H -1.552 -1.136 -0.515
H -1.297 -1.507 1.114
H 1.396 0.885 1.179
H 1.122 -0.703 1.627
```


# 12
DFT (ωB97M-V/def2-TZVPD) results for a 2-piece molecular cluster, CH4N3O overall.

**Charge**: +1
**HOMO energy (spin up / spin down)**: -14.749 / -14.750 eV
**Multiplicity**: 1
**Kohn-Sham gap (spin up / spin down)**: 7.9 / 7.9 eV

The geometry in XYZ format:
```
9
CH4N3O, DFT ωB97M-V/def2-TZVPD
C -0.474 -0.260 0.084
N 2.544 -0.577 -0.093
N -1.779 0.007 0.167
N 0.559 0.386 -0.417
O 3.320 0.190 0.032
H -0.339 -1.225 0.495
H -2.349 -0.720 0.484
H -2.102 0.788 -0.283
H 0.619 1.412 -0.470
```


# 13
DFT (ωB97M-V/def2-TZVPD) results for a 2-piece molecular cluster, CH4N4 overall.

**HOMO energy**: -9.769 eV
**Multiplicity**: 1
**Kohn-Sham gap**: 10.9 eV

The geometry in XYZ format:
```
9
CH4N4, DFT ωB97M-V/def2-TZVPD
C 1.346 1.280 -0.106
N -2.891 -1.283 -1.482
N -2.248 -1.241 -0.560
N 2.046 0.246 0.017
N -1.405 -1.126 0.263
H 1.143 1.950 0.747
H 1.090 1.541 -1.116
H 2.420 0.011 0.919
H -1.502 -1.377 1.318
```


# 14
DFT (ωB97M-V/def2-TZVPD) results for a 2-piece molecular cluster, CH4N5O overall.

**Charge**: +1
**HOMO energy**: -14.945 eV
**Multiplicity**: 1
**Kohn-Sham gap**: 7.1 eV

The geometry in XYZ format:
```
11
CH4N5O, DFT ωB97M-V/def2-TZVPD
C -1.421 2.116 0.216
N 1.647 -0.880 -1.049
N 0.775 -0.116 -0.672
N 0.491 -1.951 0.384
N 1.550 -1.986 -0.400
N 0.043 -0.777 0.257
O -0.854 -0.290 0.960
H -2.127 1.984 1.053
H -1.849 2.297 -0.682
H -0.397 2.371 0.621
H 2.142 -2.768 -0.690
```


# 15
DFT (ωB97M-V/def2-TZVPD) results for one molecule with the formula CH4N6O.

**HOMO energy**: -9.068 eV
**SMILES string**: Nn1nnn(N)c1=O
**Multiplicity**: 1
**Kohn-Sham gap**: 9.6 eV

The geometry in XYZ format:
```
12
CH4N6O, DFT ωB97M-V/def2-TZVPD
N 2.400 0.100 0.078
N 1.053 -0.312 0.303
N 0.676 -1.540 0.013
N -0.630 -1.555 -0.054
N -1.025 -0.237 -0.045
N -2.368 0.109 -0.006
C 0.006 0.625 0.085
O 0.167 1.821 0.014
H 2.815 -0.652 -0.473
H 2.209 0.926 -0.520
H -2.486 1.113 -0.125
H -2.815 -0.399 0.730
```


# 16
DFT (ωB97M-V/def2-TZVPD) results for CH4N6O as an isolated structure.

**HOMO energy**: -8.270 eV
**Multiplicity**: 1
**Kohn-Sham gap**: 8.3 eV

The geometry in XYZ format:
```
12
CH4N6O, DFT ωB97M-V/def2-TZVPD
C 0.220 0.499 -0.267
H -0.107 -0.785 1.945
H 0.854 -2.041 0.701
H -2.642 -1.325 -0.550
H 2.946 1.763 -0.621
N -0.036 -1.526 1.054
N -0.340 -0.793 -0.093
N -1.592 -0.515 -0.493
N -1.975 0.813 -0.484
N -0.892 1.471 -0.250
N 1.540 0.582 -0.427
O 2.024 1.857 -0.515
```


# 17
DFT (ωB97M-V/def2-TZVPD) results for a 2-piece molecular cluster, CH4NO overall.

**Charge**: -1
**HOMO energy**: -1.280 eV
**Multiplicity**: 1
**Kohn-Sham gap**: 6.4 eV

The geometry in XYZ format:
```
7
CH4NO, DFT ωB97M-V/def2-TZVPD
N 0.037 0.334 0.835
C 1.129 0.772 0.400
O -1.753 -0.932 -0.837
H 1.387 1.847 0.577
H -1.121 -0.371 -0.278
H -1.565 -1.821 -0.539
H 1.887 0.171 -0.157
```


# 18
DFT (ωB97M-V/def2-TZVPD) results for a 2-piece molecular cluster, CH4NO2 overall.

**Charge**: -1
**HOMO energy**: -1.615 eV
**Multiplicity**: 1
**Kohn-Sham gap**: 6.2 eV

The geometry in XYZ format:
```
8
CH4NO2, DFT ωB97M-V/def2-TZVPD
O -0.226 0.930 -1.900
H -0.005 1.827 -1.653
C -0.335 -0.628 0.490
N -0.234 0.184 1.676
O 0.722 -1.041 0.021
H -0.013 0.410 -1.077
H 0.640 0.728 1.787
H -0.938 0.802 2.046
```


# 19
DFT (ωB97M-V/def2-TZVPD) results for a 2-piece molecular cluster, CH4NO2 overall.

**Charge**: +1
**HOMO energy (spin up / spin down)**: -16.001 / -15.917 eV
**Multiplicity**: 1
**Kohn-Sham gap (spin up / spin down)**: 9.9 / 9.2 eV

The geometry in XYZ format:
```
8
CH4NO2, DFT ωB97M-V/def2-TZVPD
C -1.240 -0.478 0.109
N 0.115 -0.150 0.653
O -2.380 0.182 0.484
O -1.787 0.455 -0.723
H -1.625 -2.225 -0.862
H 0.532 0.214 -0.259
H 0.662 -0.993 0.892
H -0.019 0.519 1.411
```


# 20
DFT (ωB97M-V/def2-TZVPD) results for a 2-piece molecular cluster, CH4NO2 overall.

**Charge**: +1
**HOMO energy**: -16.383 eV
**Multiplicity**: 1
**Kohn-Sham gap**: 12.2 eV

The geometry in XYZ format:
```
8
CH4NO2, DFT ωB97M-V/def2-TZVPD
C 1.267 -1.572 1.274
N 0.702 -0.837 0.658
O -0.919 0.679 -1.512
O -0.510 1.416 -0.407
H 0.010 0.019 0.103
H 1.835 -2.263 1.923
H -1.269 1.287 0.223
H -1.116 1.270 -2.263
```


Calculated values (eV) of ΔE to the lowest compared entry with this formula, charge and spin for the records, taken in order: 1.556; 0.775; 8.989; 6.814; 3.954; 3.581; 2.457; 3.583; 3.887; 4.459; 4.416; 3.621; 4.008; 5.149; 0.423; 4.817; 0.758; 2.203; 8.848; 5.093.